*P*
Entry from the Open Molecules 2025 dataset: a structure of composition C9H11N (ωB97M-V/def2-TZVPD).

```
21
Properties=species:S:1:pos:R:3:nbo_charge:R:1
C 0.13863 -0.56045 1.68051 -0.326
C 0.97259 -0.73773 -0.71246 -0.171
C 0.99294 -0.30567 0.66683 0.179
C 0.94246 0.61196 -1.05875 0.269
C -0.65974 -1.66786 1.16326 -0.431
C -0.29559 0.53534 -1.85046 -0.461
C -1.36285 -1.27956 -0.16513 -0.396
C -0.48407 -0.92276 -1.38175 -0.209
C 1.29533 2.31084 0.69174 -0.432
N 1.43773 1.02129 0.16818 -0.418
H 0.20651 0.15806 2.61317 0.236
H 0.01628 -2.48090 0.82242 0.221
H -1.36883 -2.11990 1.85282 0.222
H -1.22197 1.19758 -1.71062 0.236
H -0.04705 0.60238 -2.90343 0.244
H -1.91516 -2.12554 -0.51511 0.213
H -2.06397 -0.43858 -0.07991 0.197
H -0.45613 -1.63547 -2.16165 0.205
H 1.39501 2.30120 1.78749 0.208
H 2.19558 2.77822 0.44743 0.220
H 0.28230 2.75756 0.64543 0.194
```

Results
LUMO energy (spin up / spin down) ... 0.684 / 0.685 eV
HOMO energy (spin up / spin down) ... -7.7 / -7.7 eV

=====

*Q*
Entry from the Open Molecules 2025 dataset: the molecule C9H11N (ωB97M-V/def2-TZVPD).

```
21
Properties=species:S:1:pos:R:3:nbo_charge:R:1
C 2.36927 -1.22887 0.03419 -0.310
C 2.67336 0.10795 -0.04165 -0.143
C 0.97801 -1.33211 0.14789 0.082
C 1.45087 0.83980 0.02439 -0.087
C 1.11491 2.15210 0.00124 -0.101
C -1.21753 1.54531 0.77291 -0.175
C -0.98444 0.20380 0.13979 -0.044
C -1.48136 0.09244 -1.31623 -0.610
C -1.74546 -0.79061 1.03380 -0.600
N 0.43413 -0.12377 0.13082 -0.271
H 3.05209 -2.05733 0.01689 0.230
H 3.64634 0.55251 -0.13760 0.230
H 0.39131 -2.22625 0.24478 0.221
H 1.82737 2.95784 0.03037 0.170
H -1.87963 2.16859 0.15617 0.111
H -0.95575 0.80954 -1.94049 0.224
H -2.54333 0.30588 -1.35323 0.213
H -1.31027 -0.90778 -1.70740 0.194
H -2.75556 -0.42339 1.19893 0.232
H -1.25260 -0.87470 1.99719 0.232
H -1.81173 -1.77096 0.56724 0.202
```

Results
LUMO energy (spin up / spin down) ... -0.705 / -0.705 eV
HOMO energy (spin up / spin down) ... -7.3 / -7.3 eV

=====

Which one sits at the top of the stability order? *Q* does.

=====

*P*
Entry from the Open Molecules 2025 dataset: a cluster of 2 separate species, C2H2INO2 in total (ωB97M-V/def2-TZVPD).

```
8
Properties=species:S:1:pos:R:3:nbo_charge:R:1
C -1.24501 1.04178 -0.05017 -0.538
C 0.02425 0.81556 0.05469 -0.170
N 0.90040 -1.49723 -0.00357 0.520
O 0.01004 -2.31050 -0.10372 -0.341
O 2.07005 -1.64168 -0.01727 -0.299
I 1.84867 1.64242 -0.02426 0.320
H -1.76634 1.95844 0.02194 0.243
H -1.84207 -0.00880 0.12235 0.264
```

Results
LUMO energy (spin up / spin down) ... -0.931 / -1.366 eV
HOMO energy (spin up / spin down) ... -9.8 / -8.7 eV

=====

*Q*
Entry from the Open Molecules 2025 dataset: a cluster of 3 separate species, C2H2INO2 in total (ωB97M-V/def2-TZVPD).

```
8
Properties=species:S:1:pos:R:3:nbo_charge:R:1
C -0.85332 -0.23553 0.61880 -0.195
C -0.36234 -0.12496 -0.46952 -0.236
N 1.77149 0.45780 0.19811 0.554
O 2.08668 1.53051 -0.18219 -0.284
O 2.16913 -0.45553 0.79651 -0.268
I -3.54015 -0.93678 -1.08979 -0.060
H -1.08478 -0.36924 1.62059 0.237
H -0.18672 0.13372 -1.49251 0.253
```

Results
LUMO energy (spin up / spin down) ... -1.027 / -2.737 eV
HOMO energy (spin up / spin down) ... -10.0 / -9.3 eV

=====

Which one sits at the top of the stability order? *P* does.

=====

*P*
Entry from the Open Molecules 2025 dataset: a cluster of 7 separate species, C25H70N6O7 in total (ωB97M-V/def2-TZVPD).

```
108
Properties=species:S:1:pos:R:3:lowdin_charge:R:1
C 0.35503 0.50409 0.42945 -0.209
O 0.86835 -0.76422 0.45043 -0.134
H 1.00336 1.12135 1.05134 0.077
H 0.33865 0.93893 -0.56992 0.062
H -0.54965 0.57574 1.03321 0.057
H 0.15054 -1.39122 0.33546 0.001
C -2.19517 3.77410 1.32082 -0.082
C -1.78657 4.97695 0.54877 -0.434
C -0.87747 4.67075 -0.71343 -0.144
O 0.30903 3.96106 -0.31600 -0.187
C 1.04857 3.56204 -1.41871 -0.149
N -2.99742 5.71523 0.20121 0.029
H -1.41449 3.04654 1.54285 0.064
H -2.77371 3.09459 0.69499 0.070
H -2.69430 3.92687 2.27770 0.085
H -1.19396 5.64652 1.17214 0.135
H -0.61791 5.59620 -1.22750 0.128
H -1.47729 3.97188 -1.29642 0.118
H 0.41741 2.88019 -1.98864 0.068
H 1.88648 2.95204 -1.08120 0.085
H 1.44890 4.28758 -2.12682 0.091
H -3.49559 4.96799 -0.26092 0.057
H -3.61434 5.91524 0.97549 0.071
C 1.45243 2.12457 -6.56830 -0.052
C 1.86249 2.16806 -5.08298 -0.421
C 1.34925 0.98007 -4.27211 -0.233
O -0.03424 1.00035 -4.19515 -0.196
C -0.76571 -0.15543 -3.69744 -0.057
N 3.30824 2.40968 -4.90985 0.033
H 0.39316 1.87765 -6.63955 0.069
H 1.87955 1.28095 -7.11049 0.075
H 1.68003 3.03641 -7.12044 0.073
H 1.41534 3.04590 -4.61655 0.118
H 1.63955 1.01688 -3.22212 0.111
H 1.74925 0.04123 -4.65509 0.132
H -0.75990 -1.02878 -4.34961 0.093
H -1.81679 0.06696 -3.51341 0.058
H -0.35715 -0.39581 -2.71591 0.075
H 3.53394 2.28694 -3.93307 0.058
H 3.54715 3.34151 -5.21760 0.067
C -4.95347 -1.28086 -4.03252 -0.047
C -5.04320 -2.17903 -2.74320 -0.390
C -4.66303 -1.35359 -1.49305 -0.175
O -3.29051 -0.98509 -1.67916 -0.267
C -2.94305 0.28952 -1.11223 -0.100
N -6.44486 -2.54942 -2.61913 0.014
H -4.02528 -0.71387 -4.10383 0.054
H -5.78768 -0.59701 -4.18917 0.078
H -4.92166 -2.02888 -4.82470 0.074
H -4.37614 -3.03857 -2.80898 0.136
H -4.68512 -1.83479 -0.51527 0.126
H -5.30995 -0.47713 -1.45546 0.122
H -3.53469 1.09969 -1.53847 0.098
H -1.90874 0.56820 -1.31383 0.060
H -3.00466 0.17004 -0.03055 0.085
H -7.11600 -1.80691 -2.48367 0.071
H -6.74308 -2.87439 -3.52774 0.064
C -0.74014 -3.70990 -1.22335 -0.055
C -1.36992 -3.59258 0.16012 -0.359
C -0.29811 -4.08312 1.17913 -0.214
O -0.81575 -3.99295 2.46036 -0.202
C -1.50469 -5.15659 2.75719 -0.120
N -1.52551 -2.14070 0.40320 0.066
H -0.64598 -4.78780 -1.35516 0.078
H 0.27859 -3.33668 -1.32824 0.087
H -1.37134 -3.33779 -2.03034 0.072
H -2.27015 -4.20216 0.23827 0.132
H 0.63738 -3.52774 1.24623 0.132
H 0.03213 -5.10387 0.98648 0.121
H -2.40219 -5.26870 2.14889 0.088
H -1.82455 -5.11956 3.79855 0.089
H -0.86881 -6.03493 2.64639 0.096
H -2.02626 -1.96679 1.26292 0.090
H -2.09573 -1.70442 -0.30716 0.036
C 2.12385 -3.59816 5.34740 -0.048
C 0.85189 -2.69197 5.63503 -0.405
C 0.57076 -1.59279 4.59519 -0.191
O -0.68024 -1.02497 4.95236 -0.193
C -1.07079 0.03712 4.08129 -0.094
N -0.30493 -3.58547 5.70093 0.051
H 2.24238 -4.38886 6.08825 0.071
H 3.04410 -3.01442 5.36916 0.065
H 2.02597 -4.04069 4.35610 0.064
H 1.06882 -2.22702 6.59673 0.130
H 0.44567 -2.00888 3.59553 0.114
H 1.37476 -0.85703 4.61385 0.128
H -1.15928 -0.20515 3.02224 0.056
H -0.33144 0.83798 4.09115 0.086
H -2.02288 0.53621 4.26162 0.087
H -0.24793 -4.00099 4.78213 0.029
H -0.95879 -2.82250 5.59876 0.052
C 6.27176 -0.01023 0.82094 -0.067
C 4.83333 0.44463 1.19550 -0.433
C 4.78166 1.98976 1.52116 -0.185
O 5.71568 2.36869 2.51122 -0.184
C 5.64407 3.66675 3.03854 -0.116
N 4.06624 -0.00259 0.07316 0.035
H 6.91278 0.10439 1.69504 0.070
H 6.55175 0.57034 -0.05807 0.079
H 6.30793 -1.07384 0.58532 0.067
H 4.52842 -0.08756 2.09656 0.126
H 3.77358 2.24861 1.84500 0.112
H 4.94107 2.48416 0.56290 0.120
H 6.08751 4.35799 2.32185 0.083
H 6.13223 3.81335 4.00203 0.087
H 4.62685 4.04054 3.15542 0.079
H 4.06867 -1.01038 0.00644 0.080
H 3.13219 0.37351 0.15192 0.041
```

Results
LUMO energy ... 0.415 eV
SMILES ... COC[C@H](C)N.COC[C@H](C)N.COC[C@H](C)N.COC[C@H](C)N.COC[C@H](C)N.COC[C@H](C)N.CO
HOMO energy ... -8.8 eV

=====

*Q*
Entry from the Open Molecules 2025 dataset: a cluster of 7 separate species, C25H70N6O7 in total (ωB97M-V/def2-TZVPD).

```
108
Properties=species:S:1:pos:R:3:lowdin_charge:R:1
C 3.84623 -3.39631 -1.34948 -0.047
C 2.59819 -3.83954 -2.09995 -0.441
C 1.39523 -4.04553 -1.14540 -0.210
O 1.79747 -5.02361 -0.22169 -0.197
C 0.73628 -5.76847 0.39048 -0.093
N 2.16980 -2.84659 -3.03335 0.029
H 3.60308 -2.55250 -0.67528 0.074
H 4.61505 -3.11324 -2.06347 0.077
H 4.24310 -4.13264 -0.67429 0.075
H 2.89111 -4.81187 -2.56848 0.150
H 0.50014 -4.35824 -1.67149 0.096
H 1.18598 -3.08319 -0.64597 0.119
H 1.20518 -6.51976 1.07713 0.098
H 0.16152 -6.33859 -0.34809 0.081
H 0.02636 -5.17492 1.01913 0.083
H 1.63796 -3.28498 -3.78339 0.094
H 3.02508 -2.47970 -3.44272 0.085
C -0.65118 -1.92729 2.02805 -0.058
C 0.50960 -1.40911 2.86725 -0.419
C 1.80501 -1.92598 2.23423 -0.241
O 2.85074 -1.50820 3.02994 -0.189
C 4.18137 -1.74664 2.57292 -0.080
N 0.42224 0.02577 2.92979 0.057
H -0.75363 -3.01433 2.09679 0.070
H -0.50613 -1.63580 0.98116 0.062
H -1.60650 -1.51536 2.36174 0.071
H 0.42710 -1.81697 3.90188 0.151
H 1.87144 -1.49896 1.23612 0.094
H 1.74789 -3.02336 2.19406 0.129
H 4.79566 -1.30787 3.35270 0.086
H 4.39284 -1.32474 1.58262 0.078
H 4.32758 -2.84480 2.53502 0.092
H 0.20471 0.44552 2.00955 0.043
H 1.27500 0.41270 3.29567 0.065
C -4.24257 -2.01403 0.38606 -0.039
C -5.21513 -0.80439 0.42596 -0.409
C -4.55465 0.51128 0.74017 -0.221
O -4.08969 0.53727 2.08363 -0.179
C -2.98804 1.40447 2.29971 -0.108
N -5.86339 -0.58362 -0.86979 0.034
H -3.84295 -2.35745 1.33353 0.066
H -3.45096 -1.95240 -0.28990 0.024
H -4.82633 -2.87230 -0.01753 0.083
H -6.01983 -0.95901 1.15523 0.143
H -5.36055 1.26666 0.64965 0.131
H -3.80522 0.69362 -0.01024 0.105
H -3.25631 2.46214 2.33487 0.080
H -2.25136 1.29498 1.48399 0.079
H -2.51515 1.05492 3.22291 0.078
H -5.18078 -0.57962 -1.60333 0.044
H -6.63087 -1.22117 -1.07813 0.078
C -0.37818 3.19172 -2.82865 -0.056
C 0.94077 3.90090 -2.35741 -0.400
C 2.13833 3.22582 -3.01289 -0.222
O 3.28709 3.67327 -2.31338 -0.191
C 4.46875 3.02630 -2.70660 -0.125
N 0.85098 5.37565 -2.52173 0.046
H -0.53090 3.32833 -3.91162 0.079
H -1.22907 3.64113 -2.29668 0.084
H -0.34294 2.12326 -2.67175 0.021
H 0.91127 3.73492 -1.27209 0.112
H 2.22020 3.44065 -4.07591 0.127
H 1.99814 2.14705 -2.92986 0.106
H 5.27883 3.31416 -2.02619 0.093
H 4.71148 3.12906 -3.77059 0.085
H 4.35661 1.92646 -2.59715 0.082
H 0.77480 5.65564 -3.47896 0.056
H 1.64752 5.82665 -2.07116 0.074
C 0.38745 4.78395 5.44010 -0.058
C -0.13504 3.68778 4.52000 -0.484
C 0.78640 3.44705 3.30428 -0.193
O 0.77241 4.56080 2.41778 -0.198
C -0.27096 4.47201 1.46758 -0.097
N -0.14324 2.47589 5.25368 0.037
H -0.29060 4.91993 6.28971 0.076
H 0.35823 5.72775 4.89025 0.076
H 1.42076 4.55541 5.73266 0.087
H -1.16492 3.92342 4.15559 0.137
H 0.41042 2.51715 2.78248 0.105
H 1.81658 3.37114 3.69535 0.134
H 0.09473 3.62717 0.85853 0.071
H -0.12915 5.35444 0.84972 0.088
H -1.29151 4.34268 1.84177 0.082
H -0.66796 1.77569 4.74332 0.051
H -0.61532 2.63918 6.10973 0.059
C -2.25081 0.04251 -2.73817 -0.035
C -1.23770 -1.02430 -2.31955 -0.404
C -1.47630 -2.35925 -3.03439 -0.197
O -2.75810 -2.92402 -2.77091 -0.200
C -2.85724 -4.25642 -3.24645 -0.106
N 0.13480 -0.50491 -2.52699 0.046
H -1.98901 0.31941 -3.74953 0.083
H -2.20409 0.91570 -2.09944 0.067
H -3.24395 -0.37021 -2.69070 0.058
H -1.27454 -1.17503 -1.22625 0.122
H -0.77507 -3.08484 -2.57596 0.095
H -1.26554 -2.22251 -4.07746 0.122
H -3.86755 -4.62539 -3.04256 0.088
H -2.10597 -4.99819 -2.89243 0.088
H -2.75163 -4.13230 -4.36416 0.100
H 0.85341 -1.25997 -2.46680 0.058
H 0.17155 -0.23477 -3.47629 0.059
C 1.94026 1.02045 0.06446 -0.117
O 0.50390 0.91455 0.03721 -0.180
H 2.42499 0.05331 -0.14829 0.066
H 2.37404 1.72163 -0.63875 0.059
H 2.10656 1.27259 1.11350 0.077
H 0.26830 0.57338 -0.85999 0.030
```

Results
LUMO energy ... 0.339 eV
SMILES ... COC[C@H](C)N.COC[C@H](C)N.COC[C@H](C)N.COC[C@H](C)N.COC[C@H](C)N.COC[C@H](C)N.CO
HOMO energy ... -8.6 eV

=====

Which one sits at the top of the stability order? *Q* does.